{"formula": "C44H63F21O22", "method": "the ωB97M-V functional and the def2-TZVPD basis", "total_charge": 0, "e_tot_ha": -5466.75922, "smiles": "CCOC(=O)C(F)(F)F.CCOC(=O)C(F)(F)F.CCOC(=O)C(F)(F)F.CCOC(=O)C(F)(F)F.CCOC(=O)C(F)(F)F.CCOC(=O)C(F)(F)F.CCOC(=O)C(F)(F)F.O=C1CCCO1.O=C1CCCO1.O=C1CCCO1.COCCOC", "de_lowest_kcal_mol": 28.9, "gap_ev": 9.18, "elements": ["C", "C", "O", "C", "O", "C", "F", "F", "F", "H", "H", "H", "H", "H", "C", "C", "O", "C", "O", "C", "F", "F", "F", "H", "H", "H", "H", "H", "C", "C", "O", "C", "O", "C", "F", "F", "F", "H", "H", "H", "H", "H", "C", "C", "O", "C", "O", "C", "F", "F", "F", "H", "H", "H", "H", "H", "C", "C", "O", "C", "O", "C", "F", "F", "F", "H", "H", "H", "H", "H", "C", "C", "O", "C", "O", "C", "F", "F", "F", "H", "H", "H", "H", "H", "C", "C", "O", "C", "O", "C", "F", "F", "F", "H", "H", "H", "H", "H", "O", "C", "C", "C", "C", "O", "H", "H", "H", "H", "H", "H", "O", "C", "C", "C", "C", "O", "H", "H", "H", "H", "H", "H", "O", "C", "C", "C", "C", "O", "H", "H", "H", "H", "H", "H", "C", "O", "C", "C", "O", "C", "H", "H", "H", "H", "H", "H", "H", "H", "H", "H"], "xyz": [[-4.02643, 2.52468, 5.28268], [-4.77985, 3.66160, 4.60929], [-5.93925, 3.33189, 3.85827], [-5.79280, 2.93453, 2.51824], [-4.67612, 2.94225, 1.96830], [-7.15828, 2.58631, 1.85048], [-7.00019, 1.50426, 1.05973], [-8.10814, 2.26174, 2.77507], [-7.61135, 3.57292, 1.12817], [-4.00608, 1.53592, 4.82437], [-4.54313, 2.33158, 6.22280], [-2.99624, 2.76577, 5.54483], [-4.19101, 4.31264, 3.96314], [-5.16054, 4.32978, 5.38177], [-1.79148, 5.96337, -2.20741], [-1.78999, 5.05696, -3.45116], [-0.53838, 5.21750, -4.02561], [-0.24896, 4.65183, -5.23640], [-1.08427, 4.01772, -5.91146], [1.17010, 4.82194, -5.60131], [1.25609, 5.29418, -6.84268], [1.79635, 5.71774, -4.82353], [1.74443, 3.59095, -5.57337], [-1.20806, 5.46227, -1.43500], [-2.75946, 6.06363, -1.71642], [-1.30019, 6.91577, -2.40658], [-2.55079, 5.47421, -4.11086], [-2.11595, 4.07786, -3.10017], [1.64000, -6.42289, -1.67525], [0.75545, -7.63970, -2.10976], [-0.49705, -7.10236, -2.49123], [-0.93091, -7.24312, -3.80137], [-0.31414, -7.88140, -4.66785], [-2.31413, -6.64738, -4.00901], [-2.86745, -6.24335, -2.90840], [-2.27947, -5.61775, -4.91134], [-3.04662, -7.58719, -4.60087], [2.54290, -6.82583, -1.21643], [1.07611, -5.74270, -1.03691], [2.00854, -5.81893, -2.50442], [0.62412, -8.33906, -1.28408], [1.11376, -8.30119, -2.89853], [-6.01189, -0.60485, -3.86068], [-6.21558, -0.25225, -5.33336], [-7.32699, 0.55815, -5.63343], [-7.42031, 1.85268, -5.54749], [-6.53482, 2.48497, -4.98046], [-8.78991, 2.48624, -5.94867], [-9.63170, 1.47763, -6.25993], [-9.24456, 3.23632, -4.97461], [-8.56917, 3.28512, -7.00831], [-5.18627, -1.31031, -3.76707], [-6.86281, -1.17759, -3.49190], [-5.90055, 0.26420, -3.21226], [-6.29887, -1.17159, -5.91299], [-5.42033, 0.34581, -5.77834], [1.63254, -2.31028, 10.65826], [2.20895, -3.32108, 9.69806], [1.68529, -3.07436, 8.39343], [2.51063, -3.37876, 7.29776], [3.64181, -3.88575, 7.42688], [1.89904, -3.11361, 5.88206], [2.16448, -4.19033, 5.11156], [0.64471, -2.79805, 5.84574], [2.54748, -2.09416, 5.28644], [2.16922, -2.37726, 11.60461], [0.57878, -2.44393, 10.90286], [1.80573, -1.28462, 10.33252], [2.04623, -4.38224, 9.88674], [3.29176, -3.19864, 9.67304], [-8.95102, -8.00307, 3.51114], [-8.84205, -6.72565, 2.64003], [-8.11021, -5.78423, 3.37733], [-7.74625, -4.63805, 2.80812], [-8.05966, -4.26077, 1.66663], [-6.78263, -3.79849, 3.63393], [-7.11260, -2.52381, 3.59377], [-6.71393, -4.11916, 4.93990], [-5.53897, -4.08071, 3.18023], [-9.34767, -8.85992, 2.96656], [-9.63684, -7.89710, 4.35169], [-8.02627, -8.28578, 4.01415], [-9.84714, -6.41767, 2.35187], [-8.49562, -7.04531, 1.65722], [5.48928, 6.35079, -1.02828], [5.87556, 7.81390, -1.09119], [7.08104, 7.98130, -1.83205], [8.26112, 8.05941, -1.22957], [8.45527, 8.01266, -0.03138], [9.41817, 8.44692, -2.18417], [10.11108, 9.39276, -1.64159], [10.25463, 7.41551, -2.43538], [9.05145, 8.88710, -3.32389], [4.40079, 6.29661, -1.00878], [5.89640, 5.78576, -0.18977], [5.84671, 5.80393, -1.90080], [5.90313, 8.25863, -0.09643], [5.17593, 8.36977, -1.71540], [2.73233, 2.00836, 6.64723], [3.37672, 2.54328, 7.57665], [4.45962, 3.60641, 7.47616], [5.30499, 3.39191, 8.70267], [4.43682, 2.65145, 9.68825], [3.47496, 2.01171, 8.84859], [5.03474, 3.59309, 6.55033], [3.95997, 4.57478, 7.50283], [6.19457, 2.80083, 8.48503], [5.63881, 4.34980, 9.10160], [4.97246, 1.88565, 10.24926], [3.91996, 3.32975, 10.36713], [-0.47228, -1.57070, -2.24628], [-0.30663, -0.66868, -1.41290], [-0.68919, -0.58396, 0.04493], [-0.01348, 0.69673, 0.46497], [0.82740, 1.25037, -0.69465], [0.41279, 0.48032, -1.83047], [-1.76750, -0.55640, 0.20176], [-0.40937, -1.52228, 0.52383], [-0.75281, 1.46946, 0.67564], [0.64219, 0.58352, 1.32832], [0.55500, 2.28912, -0.88146], [1.89298, 1.10951, -0.51352], [6.09452, -3.35617, 1.14559], [6.49643, -2.22229, 0.81655], [7.09843, -1.16366, 1.64784], [6.67483, 0.10481, 0.96812], [6.60249, -0.37385, -0.52672], [6.27179, -1.73579, -0.42357], [6.65538, -1.20139, 2.64302], [8.14542, -1.46664, 1.65898], [5.66246, 0.37465, 1.26876], [7.26686, 1.01313, 1.08014], [5.78993, 0.18571, -0.99012], [7.51140, -0.31229, -1.12521], [4.72649, -1.14305, -7.36764], [3.45057, -1.48169, -7.91953], [2.65724, -2.30561, -7.09957], [1.40317, -2.67868, -7.99531], [1.56071, -3.68544, -8.99318], [0.45031, -3.74664, -9.92857], [5.09824, -0.32505, -7.98472], [5.47964, -1.93100, -7.37136], [4.69997, -0.76351, -6.34620], [2.21941, -1.85519, -6.20878], [3.14663, -3.26633, -6.93949], [1.06782, -1.73433, -8.42406], [0.47758, -2.89440, -7.46160], [-0.51834, -3.98209, -9.48768], [0.65865, -4.49197, -10.69615], [0.20298, -2.85157, -10.49933]], "forces_ev_per_a": [[-0.471, -0.587, 0.689], [0.715, 1.091, -0.385], [-1.294, -1.684, -2.585], [4.065, 1.316, 1.595], [-4.041, -0.383, 1.138], [-0.192, -1.692, 0.962], [0.102, 0.583, 0.349], [0.927, 0.378, -0.629], [-0.111, 0.797, -0.435], [-0.084, 0.329, -0.722], [0.077, -0.018, 0.189], [-0.074, 0.332, -0.215], [0.510, -0.346, 0.003], [-0.107, -0.132, 0.035], [0.710, -0.757, 0.481], [-2.471, 1.773, 1.276], [2.265, -1.010, -1.680], [-5.730, -1.833, 0.452], [3.065, 2.105, 1.918], [1.276, 0.126, -0.899], [0.101, -0.163, -0.310], [0.227, -0.886, 0.073], [0.142, 1.131, 0.340], [0.374, 0.058, 0.054], [-0.216, 0.226, -0.578], [-0.362, 0.077, -0.043], [-0.028, -0.431, -0.378], [0.641, -0.447, -0.704], [0.077, -1.171, -0.776], [1.085, 0.566, 0.149], [-2.086, 0.177, -2.098], [3.822, -2.437, 0.118], [-2.117, 2.212, 2.325], [0.396, 0.438, -2.137], [-0.618, 0.349, 0.773], [0.270, -0.389, 0.921], [-0.546, -0.363, 0.279], [-0.114, 0.195, 0.450], [0.102, -0.351, 0.264], [-0.296, -0.181, -0.324], [-0.448, 0.382, 0.344], [0.473, 0.598, -0.290], [-0.623, -0.009, -0.206], [1.705, 0.602, 0.062], [-3.532, -1.163, -1.247], [2.916, 0.629, 3.112], [-1.529, 0.250, -1.354], [1.631, -1.219, -0.829], [-0.132, 1.181, 0.066], [-0.572, -0.068, 0.347], [-0.532, -0.377, -0.006], [0.304, 0.355, -0.068], [-0.268, 0.115, -0.078], [0.263, -0.046, -0.166], [-0.394, 0.195, -0.071], [0.785, -0.436, 0.456], [-0.087, -0.088, 0.647], [0.890, 0.036, -0.152], [0.810, 0.017, -3.410], [2.185, -1.538, 3.011], [-3.758, 1.852, -0.763], [2.005, 0.069, -0.527], [-0.624, 0.156, 0.554], [-1.428, -0.345, 0.379], [0.341, 0.104, 0.441], [0.064, -0.227, 0.084], [-0.026, -0.041, -0.300], [-0.101, -0.107, -0.359], [-0.315, 0.113, 0.501], [0.049, 0.031, -0.121], [-0.324, 0.309, 0.536], [-1.558, -2.642, -0.296], [0.924, 1.212, 0.099], [-1.551, 0.189, -3.632], [0.801, -1.072, 3.221], [0.704, -0.948, 1.455], [0.474, 0.298, -0.665], [-0.572, -0.245, -0.057], [-0.384, 0.903, -0.467], [0.245, 0.139, -0.341], [-0.213, 0.459, -0.049], [0.318, 0.073, -0.525], [-0.111, 0.709, 0.613], [1.250, 0.626, 0.105], [-0.103, -0.407, -0.089], [-0.514, -0.289, -0.001], [1.461, 0.153, -0.511], [-0.489, 0.433, 1.938], [-0.179, -0.297, -1.462], [0.419, -1.726, 0.600], [1.229, 1.400, 1.577], [-0.190, -0.463, 0.522], [-1.678, 0.742, -2.759], [0.012, -0.214, 0.092], [-0.008, 0.391, 0.265], [-0.183, 0.254, -0.282], [0.387, 0.118, -0.121], [-0.172, -0.098, 0.223], [1.564, 2.070, 3.604], [0.287, -2.724, -2.342], [-0.710, 0.477, -0.233], [1.205, 0.682, 0.367], [-0.351, 0.285, -0.517], [-1.532, -0.493, -0.890], [-0.338, -0.344, -0.033], [-0.035, 0.162, 0.041], [-0.022, 0.014, -0.157], [0.157, -0.097, 0.095], [-0.170, 0.039, -0.045], [-0.060, -0.088, 0.115], [0.113, 2.528, 2.767], [0.509, -1.487, -3.797], [0.039, -0.177, -0.637], [0.384, 1.058, 1.186], [-0.917, -0.798, -0.147], [-0.686, -1.390, 0.749], [-0.051, 0.160, -0.457], [0.511, 0.194, 0.095], [-0.086, -0.230, 0.384], [-0.291, -0.017, 0.181], [0.426, -0.001, -0.064], [0.035, 0.159, -0.259], [1.679, 3.287, -1.018], [-2.842, -3.557, 0.329], [-0.088, -0.100, 1.341], [0.521, 0.343, -1.714], [-0.164, 1.115, 0.946], [-0.387, -1.071, -0.259], [0.464, -0.374, 0.099], [0.347, 0.745, 0.271], [-0.040, -0.167, 0.095], [0.302, -0.286, 0.135], [0.078, -0.329, -0.447], [0.118, 0.388, 0.217], [-0.199, 0.559, -0.370], [0.814, 0.341, 0.912], [-1.882, -1.807, -2.475], [-0.701, 0.906, 0.053], [-0.474, 0.446, -0.722], [0.304, -0.062, 0.202], [0.046, -0.080, -0.053], [-0.257, -0.482, -0.244], [-0.477, -0.004, 0.209], [0.531, 0.246, 0.226], [0.339, 0.051, 0.671], [0.493, 0.376, -0.703], [0.259, -0.606, 1.013], [0.120, -0.396, 0.677], [0.314, -0.197, 0.385], [0.762, 0.710, 0.233]]}